#P
Computed, not measured: a cluster of 2 separate species, C4H13NOS in total, with ωB97M-V/def2-TZVPD.

Summary:
highest occupied orbital energy: -8.7 eV
lowest unoccupied orbital energy: 0.71 eV
charge: 0
spin multiplicity: 1
structure (SMILES): CCNCCS.O

Each atom is followed by the atoms it is bonded to, with distances in Å.
Positions of all 20 atoms, in Å:
1 C -1.45097 0.33998 0.69495  C2 1.532, H9 1.096, N16 1.454, H17 1.089
2 C -1.76685 0.62588 -0.77666  C1 1.532, H12 1.091, S13 1.826, H19 1.093
3 O 3.60369 -0.73217 -0.47293  H8 0.970, H15 0.971
4 H 0.28234 1.72448 -0.74341  S13 1.315
5 H -0.36785 -0.84506 2.83070  C10 1.092
6 H 0.39779 -2.44389 0.30180  C20 1.088
7 H 0.22216 -3.15278 1.98202  C20 1.097
8 H 3.43425 -0.46819 0.44545  O3 0.970
9 H -2.07133 -0.51760 0.98086  C1 1.096
10 C 0.22870 -1.00976 1.93051  H5 1.092, H11 1.097, N16 1.475, C20 1.511
11 H 1.30751 -0.94085 2.11618  C10 1.097
12 H -2.71685 1.15791 -0.84044  C2 1.091
13 S -0.55812 1.59179 -1.74648  C2 1.826, H4 1.315
14 H -1.13565 -2.52158 1.23969  C20 1.100
15 H 2.72105 -0.99224 -0.78323  O3 0.971
16 N -0.05138 0.11308 1.01546  C1 1.454, C10 1.475, H18 1.011
17 H -1.80858 1.21238 1.24053  C1 1.089
18 H 0.35803 0.92700 1.45359  N16 1.011
19 H -1.88329 -0.27565 -1.38333  C2 1.093
20 C -0.05077 -2.34880 1.28814  H6 1.088, H7 1.097, C10 1.511, H14 1.100


#Q
Computed, not measured: a cluster of 2 separate species, C4H13NOS in total, with ωB97M-V/def2-TZVPD.

Summary:
highest occupied orbital energy: -9.1 eV
lowest unoccupied orbital energy: 0.60 eV
charge: 0
spin multiplicity: 1
structure (SMILES): NCCCCS.O

Each atom is followed by the atoms it is bonded to, with distances in Å.
Positions of all 20 atoms, in Å:
1 C 0.09525 2.00231 -0.69680  C4 1.506, H10 1.094, N16 1.554, H17 1.154
2 H -4.60578 -1.05078 0.77016  O12 0.926
3 H 0.27215 -1.37482 1.44808  C5 1.106
4 C 0.51181 0.70794 -1.34455  C1 1.506, H6 1.091, C9 1.472, H14 1.096
5 C 0.85753 -0.60662 0.90988  H3 1.106, C9 1.490, H13 1.102, S15 1.901
6 H 1.58989 0.77756 -1.49374  C4 1.091
7 H -2.14011 2.51249 -0.75158  N16 1.019
8 H 0.89696 -1.36602 -0.94507  C9 1.128
9 C 0.36390 -0.48174 -0.49017  C4 1.472, C5 1.490, H8 1.128, H18 1.087
10 H 0.54591 1.99006 0.30004  C1 1.094
11 H 3.41000 -0.27861 1.62473  S15 1.281
12 O -4.80964 -1.29562 -0.09980  H2 0.926, H20 0.958
13 H 0.75594 0.30352 1.52216  C5 1.102
14 H 0.04194 0.58193 -2.32659  C4 1.096
15 S 2.69112 -1.10685 0.96260  C5 1.901, H11 1.281
16 N -1.43071 1.84682 -0.44896  C1 1.554, H7 1.019, H19 1.089
17 H 0.40784 2.86304 -1.39823  C1 1.154
18 H -0.66534 -0.83061 -0.47428  C9 1.087
19 H -1.55280 1.85711 0.63315  N16 1.089
20 H -4.49334 -0.56940 -0.63947  O12 0.958


The calculated energies rank the structures as follows, beginning with the most stable: #P, #Q.


#P
Computed, not measured: a cluster of 2 separate species, C4H13NOS in total, with ωB97M-V/def2-TZVPD.

Summary:
highest occupied orbital energy: -9.2 eV
lowest unoccupied orbital energy: 0.80 eV
charge: 0
spin multiplicity: 1
structure (SMILES): CNCCCS.O

Each atom is followed by the atoms it is bonded to, with distances in Å.
Positions of all 20 atoms, in Å:
1 H 0.43703 2.38198 -2.35527  C19 1.080
2 H 0.92261 0.30195 1.24881  C6 1.096
3 H 1.39222 2.03728 -0.09630  C4 1.090
4 C 0.52617 1.46596 -0.42990  H3 1.090, C6 1.527, H11 1.136, C19 1.557
5 C -0.69982 -1.98836 0.62862  N13 1.466, H17 1.087, H18 1.109, H20 1.091
6 C 0.60555 0.08737 0.22177  H2 1.096, C4 1.527, H12 1.147, N13 1.485
7 H -1.30401 -0.20740 2.21133  O10 0.987
8 H -1.00056 -0.71306 -0.70156  N13 1.018
9 H -0.55893 0.97496 -2.32511  C19 1.095
10 O -1.09450 -0.25313 3.17428  H7 0.987, H15 0.961
11 H -0.31799 1.97960 0.12951  C4 1.136
12 H 1.31922 -0.75100 -0.09928  C6 1.147
13 N -0.72683 -0.56765 0.26770  C5 1.466, C6 1.485, H8 1.018
14 H 2.45778 1.19958 -2.96678  S16 1.336
15 H -1.91697 -0.31957 3.66748  O10 0.961
16 S 1.56355 0.22055 -2.80248  H14 1.336, C19 1.831
17 H -0.10200 -2.25580 1.49635  C5 1.087
18 H -0.19345 -2.62171 -0.12752  C5 1.109
19 C 0.40144 1.37061 -1.97863  H1 1.080, C4 1.557, H9 1.095, S16 1.831
20 H -1.71049 -2.34217 0.83699  C5 1.091


#Q
Computed, not measured: a cluster of 2 separate species, C4H13NOS in total, with ωB97M-V/def2-TZVPD.

Summary:
highest occupied orbital energy: -8.9 eV
lowest unoccupied orbital energy: 0.71 eV
charge: 0
spin multiplicity: 1
structure (SMILES): C[C@@H](N)CCS.O

Each atom is followed by the atoms it is bonded to, with distances in Å.
Positions of all 20 atoms, in Å:
1 H 0.82464 0.37812 -1.65480  C9 1.176
2 H -1.31178 -0.95074 -3.28896  C5 1.109
3 H 0.01419 -1.72504 -1.38145  N14 1.016
4 H -1.26962 -1.98688 -0.35469  N14 1.015
5 C -1.91380 -0.31506 -2.60760  H2 1.109, H15 1.081, H17 1.092, C18 1.581
6 H -0.67156 2.07907 0.36300  C7 1.092
7 C 0.24998 1.86601 -0.18335  H6 1.092, S8 1.824, C9 1.569, H11 1.097
8 S 1.41952 1.15406 1.02227  C7 1.824, H20 1.352
9 C -0.15161 0.99005 -1.42158  H1 1.176, C7 1.569, C18 1.539, H19 1.099
10 H -1.85038 0.33179 -0.39123  C18 1.139
11 H 0.78608 2.78993 -0.43232  C7 1.097
12 H 1.51941 -2.39837 2.99823  O16 0.970
13 H 0.03245 -2.35404 2.99100  O16 0.964
14 N -0.60452 -1.30067 -0.69626  H3 1.016, H4 1.015, C18 1.421
15 H -2.96311 -0.57064 -2.65443  C5 1.081
16 O 0.75914 -2.73286 3.49878  H12 0.970, H13 0.964
17 H -1.97538 0.56889 -3.24608  C5 1.092
18 C -1.19967 -0.11685 -1.21087  C5 1.581, C9 1.539, H10 1.139, N14 1.421
19 H -0.49924 1.70466 -2.18096  C9 1.099
20 H 0.73244 0.03883 1.35722  S8 1.352


The calculated energies rank the structures as follows, beginning with the most stable: #Q, #P.


#P
Computed, not measured: a cluster of 2 separate species, C5H14 in total, with ωB97M-V/def2-TZVPD.

Summary:
highest occupied orbital energy: -11.2 eV
lowest unoccupied orbital energy: 1.07 eV
charge: 0
spin multiplicity: 1
structure (SMILES): CCC.CC

Each atom is followed by the atoms it is bonded to, with distances in Å.
Positions of all 19 atoms, in Å:
1 H -1.40970 -1.31722 -3.88648  C5 1.110
2 C -0.82089 1.16395 2.26562  H4 1.094, C8 1.492, H10 1.081, H18 1.107
3 H 2.30003 -0.24008 1.33650  C12 1.148
4 H -1.03631 0.75241 3.25596  C2 1.094
5 C -0.63988 -0.62934 -3.47763  H1 1.110, H11 1.112, C16 1.521, H17 1.162
6 H -0.35933 -0.62746 1.19852  C8 1.127
7 H 0.27363 0.75725 0.45082  C8 1.071
8 C 0.12424 0.36278 1.43508  C2 1.492, H6 1.127, H7 1.071, C12 1.544
9 H 2.03179 1.17953 2.39381  C12 1.158
10 H -1.81120 1.43865 1.93153  C2 1.081
11 H -0.87798 0.44382 -3.64221  C5 1.112
12 C 1.52413 0.19211 2.06390  H3 1.148, C8 1.544, H9 1.158, H14 1.060
13 H -0.19799 -2.12261 -1.94145  C16 1.094
14 H 1.56486 -0.66471 2.68693  C12 1.060
15 H -1.01184 -0.74399 -1.40601  C16 1.084
16 C -0.21198 -1.03691 -2.07589  C5 1.521, H13 1.094, H15 1.084, H19 1.129
17 H 0.28449 -0.73488 -4.17316  C5 1.162
18 H -0.39304 2.18439 2.29062  C2 1.107
19 H 0.78891 -0.62062 -1.76180  C16 1.129


#Q
Computed, not measured: a cluster of 2 separate species, C5H14 in total, with ωB97M-V/def2-TZVPD.

Summary:
highest occupied orbital energy: -10.9 eV
lowest unoccupied orbital energy: 1.13 eV
charge: 0
spin multiplicity: 1
structure (SMILES): CCC.CC

Each atom is followed by the atoms it is bonded to, with distances in Å.
Positions of all 19 atoms, in Å:
1 H 1.57426 1.92435 1.18851  C5 1.127
2 C -1.48528 0.04614 -0.35962  C8 1.615, H9 1.205, C12 1.542, H16 1.040
3 H -0.89796 -1.99338 0.25725  C12 1.138
4 H -3.72117 -0.65936 0.56024  C8 1.189
5 C 1.99797 0.88110 1.23424  H1 1.127, H6 1.119, H10 1.063, C15 1.553
6 H 1.12364 0.18921 1.14281  C5 1.119
7 H 2.51963 0.50433 -0.95934  C15 1.210
8 C -3.09067 -0.11424 -0.28714  C2 1.615, H4 1.189, H14 1.146, H18 1.014
9 H -1.28770 0.60518 -1.40883  C2 1.205
10 H 2.48233 0.57079 2.12845  C5 1.063
11 H 0.25546 -1.34857 -0.70802  C12 1.077
12 C -0.81920 -1.31374 -0.65266  C2 1.542, H3 1.138, H11 1.077, H17 1.163
13 H 3.75470 1.39220 0.16455  C15 1.059
14 H -3.43709 -0.51846 -1.30210  C8 1.146
15 C 3.04896 0.60316 0.12471  C5 1.553, H7 1.210, H13 1.059, H19 1.046
16 H -0.96397 0.58619 0.36008  C2 1.040
17 H -1.25026 -1.90680 -1.55509  C12 1.163
18 H -3.36371 0.85479 -0.16260  C8 1.014
19 H 3.56007 -0.30289 0.23454  C15 1.046


The calculated energies rank the structures as follows, beginning with the most stable: #P, #Q.


#P
Computed, not measured: a cluster of 2 separate species, C5H14 in total, with ωB97M-V/def2-TZVPD.

Summary:
highest occupied orbital energy: -10.9 eV
lowest unoccupied orbital energy: 1.15 eV
charge: 0
spin multiplicity: 1
structure (SMILES): CCC.CC

Each atom is followed by the atoms it is bonded to, with distances in Å.
Positions of all 19 atoms, in Å:
1 H -2.42556 -1.86585 -0.12648  C12 1.030
2 H -0.71608 -2.29013 -1.66560  C16 1.066
3 H 1.68482 3.26806 0.28535  C17 0.970
4 H -2.45287 -3.35997 0.35842  C12 1.082
5 H 2.76927 2.12048 -0.20187  C17 1.069
6 C 0.04120 1.31100 1.04602  H7 1.060, H10 1.083, H18 1.086, C19 1.528
7 H -0.90659 1.77084 1.16586  C6 1.060
8 H -0.57525 -3.78726 -0.81114  C16 1.096
9 H 1.01775 0.52996 -0.68264  C19 1.106
10 H -0.02017 0.26499 1.31869  C6 1.083
11 H 0.15314 -2.24665 -0.36421  C16 0.980
12 C -1.76574 -2.52540 0.31000  H1 1.030, H4 1.082, H15 1.165, C16 1.502
13 H 1.76186 2.95765 -1.37643  C17 1.104
14 H 0.03688 2.19068 -1.02241  C19 1.147
15 H -1.50660 -2.18248 1.39278  C12 1.165
16 C -0.65407 -2.70161 -0.68387  H2 1.066, H8 1.096, H11 0.980, C12 1.502
17 C 1.80099 2.54683 -0.35269  H3 0.970, H5 1.069, H13 1.104, C19 1.535
18 H 0.67196 1.73474 1.82247  C6 1.086
19 C 0.66220 1.51834 -0.33492  C6 1.528, H9 1.106, H14 1.147, C17 1.535


#Q
Computed, not measured: a cluster of 2 separate species, C5H14 in total, with ωB97M-V/def2-TZVPD.

Summary:
highest occupied orbital energy: -11.2 eV
lowest unoccupied orbital energy: 1.14 eV
charge: 0
spin multiplicity: 1
structure (SMILES): CCC.CC

Each atom is followed by the atoms it is bonded to, with distances in Å.
Positions of all 19 atoms, in Å:
1 C -1.78278 1.14130 -0.33091  H8 1.097, C9 1.513, H12 1.094, H16 1.091
2 H 1.92604 -3.44948 0.39153  C3 1.090
3 C 1.35269 -3.08854 -0.46227  H2 1.090, H4 1.095, C5 1.542, H15 1.079
4 H 2.07325 -3.17937 -1.28166  C3 1.095
5 C 1.03186 -1.58938 -0.29690  C3 1.542, H13 1.087, H14 1.089, H19 1.086
6 H -0.74337 0.73283 1.50856  C9 1.097
7 H -1.72223 2.09492 1.55187  C9 1.085
8 H -2.54176 0.35848 -0.20743  C1 1.097
9 C -1.01837 1.59791 0.89271  C1 1.513, H6 1.097, H7 1.085, C10 1.526
10 C 0.24368 2.35837 0.49404  C9 1.526, H11 1.096, H17 1.086, H18 1.088
11 H -0.05838 3.12064 -0.23283  C10 1.096
12 H -1.16552 0.71732 -1.12890  C1 1.094
13 H 0.79381 -1.36536 0.73973  C5 1.087
14 H 0.09707 -1.38504 -0.81660  C5 1.089
15 H 0.45690 -3.65326 -0.67190  C3 1.079
16 H -2.36015 1.93439 -0.80768  C1 1.091
17 H 0.73157 2.86839 1.31993  C10 1.086
18 H 0.90460 1.66692 -0.02466  C10 1.088
19 H 1.78109 -0.88103 -0.63664  C5 1.086


#R
Computed, not measured: a cluster of 2 separate species, C5H14 in total, with ωB97M-V/def2-TZVPD.

Summary:
highest occupied orbital energy: -11.2 eV
lowest unoccupied orbital energy: 1.08 eV
charge: 0
spin multiplicity: 1
structure (SMILES): CCC.CC

Each atom is followed by the atoms it is bonded to, with distances in Å.
Positions of all 19 atoms, in Å:
1 H 0.03990 -0.73216 0.87728  C15 1.114
2 H -0.26350 0.45213 2.14964  C15 1.082
3 H -2.22865 -0.39960 -1.66305  C17 1.088
4 H 0.19058 -1.31205 2.44060  C15 1.098
5 H -0.68721 0.46397 -1.45899  C17 1.092
6 H 2.59260 -1.16172 -0.20129  C13 1.099
7 C -2.36723 1.56708 -2.44956  H8 1.088, H10 1.081, C17 1.527, H18 1.085
8 H -1.89074 1.34611 -3.40288  C7 1.088
9 H 1.62239 -2.17651 0.83713  C13 1.103
10 H -2.30244 2.57321 -2.06037  C7 1.081
11 H 3.27162 -1.93744 1.28122  C13 1.088
12 C 1.89287 -0.18043 1.64106  C13 1.554, H14 1.092, C15 1.555, H16 1.087
13 C 2.41926 -1.41370 0.85470  H6 1.099, H9 1.103, H11 1.088, C12 1.554
14 H 2.38090 -0.28745 2.61212  C12 1.092
15 C 0.36983 -0.38368 1.88214  H1 1.114, H2 1.082, H4 1.098, C12 1.555
16 H 2.13988 0.73252 1.10532  C12 1.087
17 C -1.77385 0.56776 -1.45873  H3 1.088, H5 1.092, C7 1.527, H19 1.103
18 H -3.43290 1.39893 -2.56567  C7 1.085
19 H -1.97330 0.88303 -0.42067  C17 1.103


#S
Computed, not measured: a cluster of 2 separate species, C5H14 in total, with ωB97M-V/def2-TZVPD.

Summary:
highest occupied orbital energy: -10.7 eV
lowest unoccupied orbital energy: 1.11 eV
charge: 0
spin multiplicity: 1
structure (SMILES): CCC.CC

Each atom is followed by the atoms it is bonded to, with distances in Å.
Positions of all 19 atoms, in Å:
1 H 1.17772 1.37847 -0.15667  C18 1.035
2 C 0.15893 1.14092 1.71732  H7 1.095, H11 1.100, C18 1.518, H19 1.083
3 H 0.85601 -1.43527 -1.66008  C4 0.987
4 C 0.06466 -2.01107 -1.53467  H3 0.987, H5 1.074, C8 1.565, H13 1.184
5 H 0.05874 -2.62512 -2.41618  C4 1.074
6 H -1.30717 1.68697 -0.46237  C17 1.031
7 H -0.67466 1.59893 2.25919  C2 1.095
8 C 0.12196 -2.86703 -0.22579  C4 1.565, H10 1.137, H12 1.055, H15 0.970
9 H -1.21845 3.16834 0.18733  C17 1.060
10 H 0.28987 -2.11423 0.60933  C8 1.137
11 H -0.35526 0.21190 1.43135  C2 1.100
12 H -0.84654 -3.23176 -0.02333  C8 1.055
13 H -1.02381 -1.55326 -1.45318  C4 1.184
14 H 1.45660 2.47421 0.67399  C18 1.058
15 H 0.65320 -3.67228 -0.32434  C8 0.970
16 H -0.30333 2.62650 -1.28552  C17 1.098
17 C -0.61151 2.41860 -0.25289  H6 1.031, H9 1.060, H16 1.098, C18 1.481
18 C 0.57352 1.92283 0.48386  H1 1.035, C2 1.518, H14 1.058, C17 1.481
19 H 0.92952 0.88237 2.43266  C2 1.083


The calculated energies rank the structures as follows, beginning with the most stable: #Q, #R, #P, #S.